(1)
Formula: C20H60N4O8
Source: OMol25
Level of theory: ωB97M-V with the def2-TZVPD basis set

Each line ends with the Löwdin charge.
Positions of all 92 atoms, in Å:
C: -2.881 2.537 -0.031  -0.1132
O: -3.423 3.444 -0.945  -0.1784
C: -2.692 4.670 -0.971  -0.1998
C: -3.388 5.649 -1.894  -0.4433
C: -3.731 5.177 -3.316  -0.0532
N: -2.736 6.965 -1.899  0.0239
H: -3.409 1.590 -0.132  0.0770
H: -2.990 2.874 1.005  0.0925
H: -1.810 2.352 -0.153  0.0672
H: -2.713 5.133 0.020  0.1244
H: -1.652 4.511 -1.269  0.1249
H: -4.346 5.852 -1.403  0.1301
H: -4.467 4.376 -3.247  0.0733
H: -2.861 4.865 -3.894  0.0788
H: -4.269 5.898 -3.936  0.0704
H: -3.206 7.514 -2.605  0.0614
H: -2.878 7.418 -1.007  0.0662
C: -1.526 -5.302 0.334  -0.0960
O: -2.259 -4.285 0.970  -0.2176
C: -2.861 -3.357 0.098  -0.1975
C: -3.663 -2.255 0.805  -0.4085
C: -4.417 -1.358 -0.169  -0.0657
N: -2.781 -1.388 1.599  0.0632
H: -1.100 -6.043 1.008  0.0908
H: -0.709 -4.829 -0.220  0.0829
H: -2.150 -5.845 -0.381  0.0882
H: -2.105 -2.934 -0.573  0.1133
H: -3.461 -3.906 -0.638  0.1238
H: -4.374 -2.690 1.511  0.1396
H: -3.724 -0.908 -0.883  0.0616
H: -5.034 -0.601 0.310  0.0790
H: -5.079 -1.952 -0.805  0.0737
H: -2.139 -1.037 0.895  0.0348
H: -2.239 -2.048 2.145  0.0007
C: 5.318 2.371 -4.102  -0.1287
O: 4.268 2.484 -3.166  -0.2067
C: 4.593 2.017 -1.828  -0.1361
C: 4.920 0.475 -1.863  -0.4220
C: 3.915 -0.333 -2.670  -0.0562
N: 5.013 -0.054 -0.497  0.0339
H: 5.421 1.357 -4.489  0.0755
H: 6.262 2.845 -3.819  0.0910
H: 5.087 2.991 -4.971  0.0861
H: 5.411 2.663 -1.508  0.1204
H: 3.723 2.210 -1.200  0.0988
H: 5.913 0.310 -2.283  0.1279
H: 3.866 -1.405 -2.485  0.0817
H: 4.211 -0.245 -3.718  0.0653
H: 2.935 0.128 -2.533  0.0709
H: 4.124 0.057 -0.021  0.0615
H: 5.069 -1.057 -0.623  0.0363
C: 1.511 -1.513 6.845  -0.0991
O: 1.368 -2.210 5.610  -0.1894
C: -0.003 -2.403 5.307  -0.2198
C: -0.219 -2.881 3.905  -0.4317
C: 0.295 -1.959 2.790  -0.0534
N: -1.624 -3.245 3.703  0.0410
H: 0.982 -0.566 6.721  0.0853
H: 2.558 -1.325 7.074  0.0851
H: 1.074 -2.126 7.636  0.0855
H: -0.344 -3.220 5.950  0.1275
H: -0.597 -1.494 5.432  0.1338
H: 0.396 -3.767 3.707  0.1345
H: -0.105 -0.945 2.874  0.0851
H: 0.085 -2.255 1.763  0.0641
H: 1.372 -1.841 2.909  0.0578
H: -1.715 -4.042 4.326  0.0781
H: -1.779 -3.674 2.793  0.0406
C: 3.794 -2.836 1.587  -0.1711
O: 4.531 -3.085 0.424  -0.1253
H: 4.422 -2.402 2.367  0.0883
H: 2.948 -2.164 1.446  0.0472
H: 3.398 -3.775 1.982  0.0805
H: 5.468 -3.053 0.626  0.0806
C: 1.279 3.131 0.582  -0.1371
O: 0.791 2.141 -0.292  -0.1481
H: 2.362 2.977 0.619  0.0649
H: 1.175 4.123 0.141  0.0848
H: 0.857 2.991 1.574  0.0906
H: 0.995 2.331 -1.211  0.0858
C: 0.565 -1.406 -1.124  -0.1348
O: -0.454 -0.708 -0.415  -0.1546
H: 1.512 -1.351 -0.588  0.0699
H: 0.194 -2.431 -1.194  0.0701
H: 0.654 -1.166 -2.186  0.0749
H: -0.251 0.232 -0.410  0.0421
C: -2.162 0.043 -3.576  -0.1657
O: -2.741 -1.110 -4.181  -0.1069
H: -1.714 -0.167 -2.599  0.0454
H: -1.321 0.473 -4.120  0.0775
H: -2.848 0.851 -3.318  0.0773
H: -3.689 -1.069 -4.036  0.0706

The strongest force on any atom comes out at 0.056 Eh/bohr. As for the energy above the lowest of the compared OMol25 structures with the same formula, charge and spin: 294.3 kJ/mol. The HOMO energy comes out at -8.9 eV. The total energy comes out at -1618.75162 Ha. The multiplicity is 1. Its SMILES is COC[C@H](C)N.COC[C@H](C)N.COC[C@H](C)N.COC[C@H](C)N.CO.CO.CO.CO.

=====

(2)
Formula: C4H10NO
Source: OMol25
Level of theory: ωB97M-V with the def2-TZVPD basis set

Each line ends with the Löwdin charge.
Positions of all 16 atoms, in Å:
C: -1.312 1.788 0.781  -0.1191
C: -1.450 1.093 -0.628  -0.2463
C: -0.474 -0.026 -1.093  -0.3196
N: 0.004 -0.702 0.093  -0.0843
C: 1.471 -0.597 0.481  -0.5622
O: 1.926 -1.831 0.384  -0.3594
H: -0.598 2.510 0.710  0.0225
H: -0.936 1.039 1.392  0.0261
H: -2.248 2.237 1.003  0.0466
H: -1.538 1.971 -1.272  0.0681
H: -2.459 0.376 -0.537  0.1337
H: -0.809 -0.650 -1.957  0.0969
H: 0.328 0.474 -1.712  0.0901
H: -0.088 -1.713 0.131  0.0758
H: 1.531 -0.377 1.503  0.0427
H: 1.978 0.157 -0.234  0.0882

The strongest force on any atom comes out at 0.071 Eh/bohr. As for the charge: -1. As for the energy above the lowest of the compared OMol25 structures with the same formula, charge and spin: 185.3 kJ/mol. The HOMO energy comes out at -2.3 eV. The total energy comes out at -288.32107 Ha. The multiplicity is 1. Its SMILES is CCCNC[O-].

=====

no.,gap between HOMO and LUMO (hartree)
1,0.3455
2,0.2375